Entry from OMol25: C2H3Br3ClP as an isolated structure in a non-equilibrium geometry (wB97M-V/def2-TZVPD).

Values from the calculation:
E_tot: -234059.0960 eV
Lowest unoccupied orbital energy (alpha / beta): 0.35 / -3.83 eV
HOMO level (alpha / beta): -7.956 / -10.056 eV
HOMO-LUMO gap (alpha / beta): 8.31 / 6.22 eV
Energy relative to the best compared isomer or geometry (same formula, charge and spin): 0.000 eV
2S+1: 3
⟨S²⟩: 2.0057

Last column: Mulliken charge in e.
Geometry (Å):
H1 1.5457 -0.1247 1.1261  0.440
Br1 -2.0183 -1.4807 1.2100  -0.134
P1 -1.3940 -0.8901 -0.7454  0.187
Br2 -2.5537 2.2053 -0.9031  0.008
H2 0.0742 0.4901 1.3877  0.297
C1 0.8207 0.4515 0.6287  -1.235
H3 1.2178 1.3631 0.3417  0.396
Cl1 0.6874 0.5571 -2.0416  -0.170
C2 0.3888 -0.3990 -0.4453  0.260
Br3 1.2314 -2.1727 -0.5588  -0.048